{
  "formula": "C18H47BClNO17P3S2",
  "method": "wB97M-V/def2-TZVPD",
  "lumo_energy_ev": -1.67,
  "total_energy_ev": -118455.85041,
  "total_charge": -1,
  "symbols": ["N", "C", "C", "O", "C", "C", "S", "C", "O", "B", "C", "C", "C", "C", "S", "O", "O", "Cl", "O", "H", "H", "H", "H", "H", "H", "H", "H", "H", "H", "H", "H", "H", "H", "H", "H", "H", "H", "H", "H", "C", "O", "P", "O", "O", "C", "O", "C", "H", "H", "H", "H", "H", "H", "H", "H", "H", "C", "O", "P", "O", "O", "C", "O", "C", "H", "H", "H", "H", "H", "H", "H", "H", "H", "C", "O", "P", "O", "O", "C", "O", "C", "H", "H", "H", "H", "H", "H", "H", "H", "H"],
  "positions_angstrom": [[-0.8635, -2.9023, -6.9104], [-0.7350, -1.5087, -7.4368], [-1.9365, -1.1436, -8.4007], [-1.4654, -0.2545, -9.4310], [-3.2335, -0.6326, -7.6585], [-2.9610, 0.2816, -6.4072], [-1.7719, 1.7123, -6.6437], [-4.3581, 1.1105, -6.2149], [-4.3567, 1.4479, -4.8246], [-3.2508, 0.7022, -4.1410], [-3.6419, 0.2104, -2.6159], [-2.3527, 0.0620, -1.6801], [-2.4521, 0.8708, -0.3175], [-1.0526, 1.5192, 0.0574], [0.2720, 0.3257, 0.5134], [0.7438, 0.5648, 1.9303], [1.4623, 0.5557, -0.3736], [-0.3220, -1.6653, 0.4197], [-2.9689, -0.3644, -5.1352], [-0.2602, -3.5394, -7.4338], [-1.8085, -3.2660, -7.0377], [-0.5374, -0.7597, -6.6286], [0.1951, -1.5182, -8.0876], [-2.2229, -2.0982, -8.9416], [-0.9963, 0.4970, -9.0354], [-3.8704, -0.0807, -8.4118], [-3.8382, -1.5377, -7.3542], [-0.6946, 1.3503, -5.8493], [-5.3090, 0.5453, -6.4499], [-4.3049, 1.9815, -6.9343], [-2.3445, 1.4779, -3.9140], [-4.1649, -0.7973, -2.6406], [-4.3422, 0.9317, -2.0912], [-1.4143, 0.3656, -2.2228], [-2.3006, -1.0306, -1.3993], [-2.8521, 0.2519, 0.5408], [-3.1786, 1.7341, -0.4283], [-1.2260, 2.2210, 0.9240], [-0.7360, 2.1464, -0.8228], [0.4833, -0.2885, 7.5540], [0.4272, -0.7980, 6.2211], [-0.3192, -2.3338, 6.0482], [0.8462, -3.0886, 6.6879], [-0.1798, -2.2617, 4.4201], [0.9546, -1.6560, 3.8033], [-1.3493, -3.6873, 5.8975], [-0.7878, -4.9053, 5.4315], [0.7899, 0.7569, 7.5079], [-0.4979, -0.3486, 8.0266], [1.2156, -0.8452, 8.1410], [1.8735, -1.8563, 4.3586], [0.7943, -0.5859, 3.7165], [1.0647, -2.0584, 2.7990], [-0.1014, -5.3216, 6.1676], [-0.2867, -4.7576, 4.4754], [-1.6101, -5.6105, 5.2974], [3.4652, -1.2581, -2.0039], [2.8112, -2.3094, -2.7220], [3.8384, -3.3462, -3.6233], [4.1383, -2.2980, -4.6944], [2.5714, -4.2966, -4.0388], [1.2878, -3.7315, -4.2909], [4.9172, -4.5276, -4.2216], [4.9517, -4.7508, -5.6225], [2.7410, -0.8043, -1.3271], [4.2966, -1.6527, -1.4183], [3.8260, -0.4968, -2.6970], [1.3590, -2.7685, -4.7968], [0.7438, -3.6211, -3.3512], [0.7252, -4.4145, -4.9266], [5.3705, -3.8895, -6.1412], [3.9564, -4.9834, -6.0002], [5.6082, -5.6053, -5.7986], [1.2248, 7.5609, 10.1939], [0.6809, 6.4251, 9.5189], [1.8215, 5.4423, 8.6944], [1.9975, 6.5118, 7.6181], [0.6455, 4.3773, 8.2828], [-0.6853, 4.8129, 8.0397], [2.9802, 4.4048, 7.9930], [2.9687, 4.2448, 6.5790], [0.4483, 7.9828, 10.8320], [2.0722, 7.2693, 10.8152], [1.5358, 8.3159, 9.4704], [-0.7095, 5.7796, 7.5348], [-1.2351, 4.8678, 8.9812], [-1.1761, 4.0761, 7.4030], [3.2740, 5.1647, 6.0831], [1.9851, 3.9277, 6.2345], [3.6976, 3.4701, 6.3357]],
  "lowdin_charge": [-0.010, -0.212, -0.369, -0.094, -0.105, -0.684, 0.794, -0.238, -0.089, -0.783, -0.114, -0.253, -0.242, -0.252, 0.490, -0.417, -0.398, 0.422, -0.039, 0.059, 0.057, 0.078, 0.123, 0.138, 0.047, 0.126, 0.130, -0.089, 0.123, 0.093, 0.078, 0.093, 0.090, 0.099, 0.068, 0.110, 0.115, 0.110, 0.122, -0.127, -0.267, 0.733, -0.283, -0.267, -0.124, -0.310, -0.137, 0.082, 0.078, 0.082, 0.095, 0.055, 0.050, 0.078, 0.085, 0.087, -0.118, -0.265, 0.729, -0.281, -0.278, -0.112, -0.315, -0.143, 0.044, 0.080, 0.088, 0.085, 0.084, 0.077, 0.078, 0.083, 0.084, -0.131, -0.285, 0.749, -0.270, -0.277, -0.114, -0.316, -0.128, 0.085, 0.079, 0.082, 0.092, 0.084, 0.091, 0.081, 0.085, 0.091]
}